Record 1
{"formula": "C5H8O2", "method": "ωB97M-V/def2-TZVPD", "max_force_ha_per_bohr": 0.01449, "homo_ha": -0.3047, "e_lumo_ev": 0.66, "de_lowest_kcal_mol": 157.31, "species": ["C", "C", "O", "C", "C", "C", "O", "H", "H", "H", "H", "H", "H", "H", "H"], "positions_angstrom": [[-1.923, -0.105, -0.220], [-0.966, 0.845, 0.020], [-0.447, 0.930, 1.319], [0.867, 0.492, 1.079], [1.078, -0.833, 0.354], [1.108, 0.326, -0.353], [1.679, 0.937, -1.408], [-1.025, -1.421, -0.204], [-2.426, -0.557, 0.632], [-2.470, -0.095, -1.160], [-0.800, 1.707, -0.624], [1.570, 0.843, 1.836], [-0.190, -1.601, 0.030], [1.719, -1.674, 0.564], [2.077, 0.259, -1.971]]}

---

Record 2
{"formula": "C10H13N2S", "method": "ωB97M-V/def2-TZVPD", "max_force_ha_per_bohr": 0.10420, "homo_ha": [-0.3821, -0.4153], "total_charge": 1, "e_lumo_ev": [-4.83, -3.79], "de_lowest_kcal_mol": 89.10, "species": ["C", "C", "C", "C", "C", "C", "C", "C", "C", "C", "N", "N", "S", "H", "H", "H", "H", "H", "H", "H", "H", "H", "H", "H", "H", "H"], "positions_angstrom": [[-0.974, 0.214, 3.529], [0.303, 0.041, 2.945], [-2.128, 0.412, 2.718], [0.476, 0.128, 1.585], [-1.966, 0.377, 1.329], [-0.631, 0.351, 0.772], [0.684, -1.712, -1.626], [0.801, 0.700, -1.310], [-0.493, 0.362, -0.659], [2.721, -0.441, -2.413], [1.324, -0.591, -1.932], [-1.750, 0.498, -1.408], [0.604, -3.301, -1.565], [-0.968, 0.152, 4.534], [1.247, -0.157, 3.451], [-3.021, 0.360, 3.206], [1.460, -0.100, 1.373], [-2.830, 0.393, 0.737], [0.666, 1.343, -2.164], [1.510, 0.957, -0.638], [3.421, 0.021, -1.650], [3.021, -1.451, -2.490], [2.584, 0.109, -3.265], [-1.637, 0.288, -2.433], [-2.110, 1.437, -1.294], [-2.314, -0.392, -1.332]]}

---

Record 3
{"formula": "C5H10O2", "method": "ωB97M-V/def2-TZVPD", "max_force_ha_per_bohr": 0.01037, "homo_ha": -0.3501, "e_lumo_ev": 0.88, "de_lowest_kcal_mol": 107.65, "species": ["O", "C", "C", "C", "C", "O", "C", "H", "H", "H", "H", "H", "H", "H", "H", "H", "H"], "positions_angstrom": [[-2.545, 0.536, 0.214], [-1.760, 1.445, 0.322], [0.567, 0.259, 1.776], [0.742, -0.406, 0.644], [1.727, -0.375, -0.499], [1.011, -1.429, -1.165], [0.052, -1.528, -0.091], [-1.152, 0.471, -2.596], [-1.697, 2.067, 1.238], [-1.056, 1.718, -0.487], [-0.245, 0.012, 2.456], [1.235, 1.066, 2.068], [-0.503, 0.110, -2.521], [2.751, -0.669, -0.236], [1.758, 0.546, -1.097], [-0.972, -1.315, -0.426], [0.086, -2.508, 0.401]]}

---

Record 4
{"formula": "H3NO", "method": "ωB97M-V/def2-TZVPD", "max_force_ha_per_bohr": 0.06485, "homo_ha": -0.3855, "e_lumo_ev": 0.76, "de_lowest_kcal_mol": 5.34, "species": ["H", "H", "H", "N", "O"], "positions_angstrom": [[0.672, 0.380, 0.981], [-0.541, -0.918, 0.085], [-0.912, 0.506, -0.456], [-0.218, -0.233, -0.609], [0.999, 0.265, 0.000]]}

---

Record 5
{"formula": "C37H41AsN3O2PReSeSi", "method": "ωB97M-V/def2-TZVPD", "max_force_ha_per_bohr": 0.07020, "homo_ha": [-0.4358, -0.4358], "total_charge": 2, "s_squared": 1.25, "e_lumo_ev": [-8.32, -7.85], "multiplicity": 2, "de_lowest_kcal_mol": 67.37, "species": ["Re", "N", "C", "C", "O", "O", "H", "H", "H", "H", "C", "Si", "C", "C", "Se", "H", "H", "H", "H", "H", "H", "H", "H", "H", "N", "C", "C", "C", "C", "N", "C", "C", "H", "H", "H", "H", "C", "C", "As", "C", "C", "C", "C", "C", "C", "C", "C", "C", "C", "C", "C", "P", "C", "C", "C", "C", "C", "C", "C", "C", "C", "C", "C", "C", "H", "H", "H", "H", "H", "H", "H", "H", "H", "H", "H", "H", "H", "H", "H", "H", "H", "H", "H", "H", "H", "H", "H", "H"], "positions_angstrom": [[0.041, 0.521, -0.110], [2.439, -0.360, -0.512], [2.366, -1.816, -0.458], [0.971, -2.260, -0.954], [0.712, -3.405, -1.242], [0.125, -1.289, -0.988], [2.714, -0.056, -1.446], [3.120, 0.002, 0.155], [2.436, -2.140, 0.585], [3.126, -2.330, -1.050], [0.493, 4.667, -0.930], [1.738, 4.366, 0.485], [3.543, 4.227, -0.099], [1.397, 5.304, 2.096], [1.197, 1.964, 1.301], [0.712, 5.607, -1.427], [-0.528, 4.726, -0.567], [0.544, 3.883, -1.683], [3.967, 5.213, -0.269], [3.640, 3.677, -1.032], [4.164, 3.737, 0.645], [1.764, 6.325, 2.034], [1.895, 4.828, 2.935], [0.336, 5.353, 2.325], [-6.091, 4.657, -0.700], [-5.076, 4.139, -0.606], [-3.823, 3.487, -0.490], [-3.077, 3.127, -1.616], [-1.884, 2.460, -1.438], [-1.412, 2.108, -0.229], [-2.101, 2.516, 0.854], [-3.291, 3.199, 0.773], [-3.431, 3.354, -2.609], [-1.262, 2.212, -2.289], [-1.664, 2.288, 1.819], [-3.806, 3.498, 1.671], [-2.262, -2.553, 0.246], [-2.382, -3.216, -1.109], [-2.878, -5.128, -0.916], [-1.671, -5.694, 0.526], [-0.390, -6.111, 0.185], [0.498, -6.496, 1.176], [0.103, -6.478, 2.505], [-1.172, -6.055, 2.843], [-2.068, -5.676, 1.859], [-4.625, -4.988, -0.060], [-5.415, -3.841, -0.121], [-6.670, -3.829, 0.461], [-7.171, -4.973, 1.064], [-6.404, -6.128, 1.103], [-5.143, -6.139, 0.536], [-2.093, -0.700, 0.212], [-3.087, -0.258, -1.262], [-4.443, 0.047, -1.292], [-5.081, 0.245, -2.508], [-4.377, 0.161, -3.699], [-3.015, -0.096, -3.677], [-2.379, -0.304, -2.469], [-2.810, -0.362, 1.855], [-1.877, -0.283, 2.892], [-2.298, -0.228, 4.207], [-3.654, -0.208, 4.499], [-4.583, -0.282, 3.474], [-4.165, -0.387, 2.159], [-1.418, -2.974, 0.803], [-3.165, -2.719, 0.850], [-1.437, -3.196, -1.653], [-3.154, -2.750, -1.726], [-0.090, -6.130, -0.857], [1.487, -6.829, 0.906], [0.782, -6.813, 3.274], [-1.480, -6.027, 3.877], [-3.067, -5.351, 2.128], [-5.058, -2.951, -0.627], [-7.270, -2.931, 0.425], [-8.166, -4.969, 1.483], [-6.797, -7.024, 1.555], [-4.544, -7.044, 0.544], [-5.008, 0.143, -0.379], [-6.139, 0.455, -2.516], [-4.888, 0.294, -4.641], [-2.450, -0.142, -4.596], [-1.318, -0.526, -2.465], [-0.817, -0.268, 2.654], [-1.575, -0.203, 5.007], [-3.990, -0.142, 5.522], [-5.639, -0.287, 3.694], [-4.902, -0.505, 1.381]]}

---

Record 6
{"formula": "CH4NO5S2", "method": "ωB97M-V/def2-TZVPD", "max_force_ha_per_bohr": 0.09474, "homo_ha": -0.2066, "total_charge": -1, "e_lumo_ev": 3.34, "de_lowest_kcal_mol": 37.00, "species": ["C", "N", "O", "O", "O", "O", "O", "S", "S", "H", "H", "H", "H"], "positions_angstrom": [[0.401, 0.580, -1.056], [0.473, -0.153, 1.592], [-2.379, 0.230, 0.663], [2.360, -0.788, -0.037], [2.057, 1.595, 0.714], [-1.066, -1.807, 0.032], [-2.355, -0.661, -1.679], [1.491, 0.317, 0.291], [-1.697, -0.545, -0.386], [0.108, 1.552, -1.130], [0.899, 0.312, -1.889], [-0.297, 0.534, 1.623], [0.004, -1.166, 1.261]]}

---

Record 7
{"formula": "C4H5NO2", "method": "ωB97M-V/def2-TZVPD", "max_force_ha_per_bohr": 0.05640, "homo_ha": -0.3611, "e_lumo_ev": -0.69, "de_lowest_kcal_mol": 61.53, "species": ["O", "C", "C", "C", "N", "C", "O", "H", "H", "H", "H", "H"], "positions_angstrom": [[-1.891, -0.251, 1.266], [-1.692, -0.235, 0.076], [-0.471, 0.371, -0.535], [0.501, 1.058, 0.359], [1.605, 0.055, 0.477], [1.358, -1.068, -0.069], [0.269, -1.355, -0.761], [-2.342, -0.737, -0.655], [-0.520, 0.703, -1.570], [0.923, 1.995, -0.045], [0.094, 1.254, 1.367], [2.165, -1.791, 0.090]]}

---

Record 8
{"formula": "C7H9ClN2O2", "method": "ωB97M-V/def2-TZVPD", "max_force_ha_per_bohr": 0.11921, "homo_ha": -0.3327, "e_lumo_ev": 0.10, "de_lowest_kcal_mol": 128.97, "species": ["C", "C", "C", "C", "C", "C", "C", "N", "N", "O", "O", "Cl", "H", "H", "H", "H", "H", "H", "H", "H", "H"], "positions_angstrom": [[-2.218, -0.558, 1.230], [-1.037, -0.592, 1.887], [-1.289, -0.059, -0.979], [-2.279, -0.230, -0.154], [0.259, -0.411, 1.104], [0.259, 0.227, -0.217], [2.577, -0.497, -0.957], [1.053, -0.360, -1.268], [0.168, 1.786, -0.228], [0.294, 2.320, -1.294], [0.005, 2.349, 0.819], [-3.853, -0.408, -0.906], [-3.140, -0.572, 1.879], [-0.990, -0.660, 2.939], [-1.358, 0.300, -2.012], [1.017, 0.057, 1.865], [0.723, -1.496, 1.081], [2.842, -1.533, -0.666], [3.146, -0.199, -1.756], [2.864, 0.297, -0.294], [0.957, 0.240, -2.073]]}